C5H12S | ωB97M-V with the def2-TZVPD basis set

Computed properties:
Energy above the lowest of the compared OMol25 structures with the same formula, charge and spin, kcal/mol: 5.7
Largest force on an atom, eV/A: 3.31
HOMO-LUMO gap, eV: 9.658
SMILES: CCCSCC
LUMO energy, eV: 1.15
Multiplicity: 1

```
18
C5H12S | OMol25 | ωB97M-V with the def2-TZVPD basis set
C -2.961 1.102 0.556
C -1.584 0.595 0.958
C -0.537 0.636 -0.111
S 1.023 0.046 0.612
C 1.871 -0.627 -0.869
C 3.000 -1.508 -0.400
H -2.912 2.119 0.231
H -3.323 0.494 -0.330
H -3.741 1.070 1.331
H -1.706 -0.442 1.408
H -1.247 1.214 1.871
H -0.843 0.041 -0.925
H -0.378 1.625 -0.469
H 2.283 0.199 -1.526
H 1.275 -1.195 -1.583
H 3.393 -2.146 -1.198
H 2.599 -2.257 0.330
H 3.788 -0.965 0.115
```

Here are the natural (NBO) charges for atoms 1 to 8, given in e: number 1, C, carries -0.6034; number 2, C, carries -0.4074; number 3, C, carries -0.5144; number 4, S, carries 0.1828; number 5, C, carries -0.5243; number 6, C, carries -0.6225; number 7, H, carries 0.2012; number 8, H, carries 0.1957